# 1
C30H28FN3O3RhTe | wB97M-V/def2-TZVPD

```
67
Properties=species:S:1:pos:R:3:lowdin_charge:R:1
Rh -1.1065 -1.1846 1.2595 0.8359
C 5.2563 2.2443 2.3981 -0.0347
C 4.5671 2.8514 1.1844 -0.2839
C 5.5116 2.9189 -0.0041 -0.1412
C 4.8210 3.5426 -1.2031 -0.1185
C 3.5732 2.7746 -1.5333 -0.1231
C 3.0822 2.7324 -2.8168 0.0729
C 1.9260 2.0125 -3.1030 -0.2472
F 1.4835 1.9984 -4.3676 0.0897
C 1.2452 1.3248 -2.1414 0.0745
C 1.7260 1.3533 -0.8243 -0.0393
C 0.9819 0.6295 0.2057 -0.2756
O -0.0388 -0.0131 -0.1759 -0.1377
C 1.4735 0.7372 1.5317 -0.0035
C 2.6329 1.4619 1.7316 0.0419
N 3.3426 2.0832 0.7970 0.0540
C 2.8890 2.0720 -0.5202 -0.0590
C 0.9016 0.2043 2.8430 -0.5582
O 1.4450 0.5435 3.8754 0.0830
O -0.1252 -0.5985 2.8673 -0.1903
H 6.2416 2.6982 2.4951 0.0929
H 5.3917 1.1690 2.2722 0.1033
H 4.7263 2.4273 3.3307 0.0861
H 4.2284 3.8640 1.4236 0.1631
H 5.8607 1.9100 -0.2435 0.1400
H 6.3832 3.5044 0.2860 0.1287
H 5.4806 3.5667 -2.0701 0.1276
H 4.5601 4.5809 -0.9758 0.1356
H 3.5891 3.2544 -3.6184 0.1412
H 0.3545 0.7632 -2.3809 0.1292
H 2.9853 1.5296 2.7489 0.1318
C -4.1119 -5.4420 -2.8724 -0.0381
C -3.0683 -4.9114 -1.9315 -0.2482
C -3.0491 -5.2887 -0.5917 -0.0048
C -2.0849 -4.8198 0.2870 -0.3291
C -2.1040 -5.2556 1.7272 -0.1068
C -1.1119 -3.9380 -0.2054 -0.5179
Te 0.3718 -3.2342 1.1290 1.1590
C -1.1022 -3.5340 -1.5459 -0.3153
C -0.0576 -2.6200 -2.1316 -0.0858
C -2.0933 -4.0333 -2.3840 -0.0111
H -4.8321 -6.0718 -2.3535 0.0780
H -3.6509 -6.0358 -3.6629 0.0896
H -4.6544 -4.6262 -3.3517 0.0866
H -3.8067 -5.9697 -0.2215 0.1201
H -2.9280 -5.9414 1.9142 0.0798
H -2.2179 -4.4036 2.4021 0.0539
H -1.1798 -5.7712 2.0014 0.0705
H 0.4916 -2.0556 -1.3765 -0.0051
H -0.5196 -1.8938 -2.8007 0.0847
H 0.6667 -3.1906 -2.7163 0.0967
H -2.0962 -3.7270 -3.4247 0.1286
N -4.2937 1.3126 2.6861 0.1426
C -3.5732 0.1861 2.5412 -0.1356
N -2.7519 0.2440 1.5212 -0.0065
C -2.9335 1.5072 0.9533 -0.2071
C -2.3416 2.1066 -0.1576 -0.0061
C -2.7470 3.3851 -0.4795 -0.0684
C -3.7204 4.0623 0.2714 -0.0723
C -4.3231 3.4773 1.3647 -0.0047
C -3.9097 2.1894 1.6856 -0.1832
H -4.9808 1.4753 3.4020 0.1701
H -3.6758 -0.6568 3.2056 0.1413
H -1.6010 1.5795 -0.7393 0.0909
H -2.3099 3.8807 -1.3361 0.1076
H -4.0090 5.0632 -0.0193 0.1097
H -5.0798 3.9950 1.9384 0.1172
```

Properties
Energy ... -2028.25374 a.u.
Kohn-Sham gap (spin up / spin down) ... 0.2189 / 0.2186 Ha
Total charge ... +1
Relative energy (zero: lowest compared OMol25 entry of this formula, charge and spin) ... 12.64 kJ/mol
E_HOMO (spin up / spin down) ... -10.481 / -10.481 eV

***

# 2
C30H28N2O3PdS | wB97M-V/def2-TZVPD

```
65
Properties=species:S:1:pos:R:3:lowdin_charge:R:1
Pd 1.4480 -0.2393 1.1598 0.5391
O 2.8750 -0.1055 -1.2125 -0.0777
C 2.5777 0.7735 -2.0478 -0.4539
C 2.6508 0.5082 -3.4719 -0.0425
C 2.3285 1.4366 -4.4197 -0.1377
C 1.9048 2.7331 -4.0621 -0.1492
C 1.8129 3.0278 -2.7224 -0.1016
C 2.1130 2.1034 -1.7050 -0.1646
C 1.9243 2.5749 -0.3567 -0.1551
N 1.9056 1.9485 0.7629 -0.0247
C 1.7470 2.8099 1.9321 -0.2425
C 0.9206 2.1511 3.0263 -0.2654
N 1.5763 0.9251 3.4020 -0.0174
C 1.1866 0.2762 4.4234 -0.1532
C 1.7303 -1.0021 4.8254 -0.1597
C 1.4030 -1.4721 6.1030 -0.1096
C 1.8804 -2.6602 6.6160 -0.1675
C 2.7203 -3.4315 5.7921 -0.1528
C 3.0414 -3.0272 4.5241 -0.0474
C 2.5637 -1.7940 3.9387 -0.4118
O 2.8746 -1.4894 2.7577 -0.1059
H 2.9742 -0.4889 -3.7498 0.0957
H 2.3991 1.1686 -5.4708 0.0825
H 1.6430 3.4648 -4.8162 0.0714
H 1.4714 4.0152 -2.4192 0.0949
H 1.7418 3.6634 -0.3200 0.1063
H 1.2911 3.7701 1.6455 0.0962
H 2.7413 3.0211 2.3416 0.1112
H -0.0850 1.9442 2.6396 0.0996
H 0.8199 2.8458 3.8762 0.1046
H 0.3792 0.6709 5.0701 0.1125
H 0.7463 -0.8529 6.7118 0.0883
H 1.6118 -2.9908 7.6121 0.0655
H 3.1148 -4.3744 6.1628 0.0788
H 3.6734 -3.6369 3.8874 0.0926
O -0.2767 -1.7741 0.9766 -0.5733
S -0.6911 -0.4131 0.4742 0.8080
C -0.4456 -0.4298 -1.3329 -0.2897
C -1.1086 0.7437 -1.9953 -0.2540
C -1.6763 0.6099 -3.2605 -0.0500
C -2.2715 1.6898 -3.8950 -0.1005
C -2.3200 2.9280 -3.2695 -0.1177
C -1.7599 3.0737 -2.0087 -0.0947
C -1.1555 1.9947 -1.3808 -0.0647
C -2.9778 -0.9039 0.2587 -0.1889
C -3.1992 -1.9216 -0.7202 -0.3487
C -2.7582 -3.2519 -0.5142 -0.0680
C -2.8839 -4.2163 -1.4965 -0.1261
C -3.4518 -3.9198 -2.7342 -0.1534
C -3.8877 -2.6169 -2.9629 -0.1396
C -3.7658 -1.6443 -1.9876 -0.0911
H -0.8455 -1.3753 -1.7034 0.0932
H 0.6352 -0.4183 -1.4825 0.0628
H -1.6522 -0.3596 -3.7433 0.1118
H -2.7024 1.5622 -4.8815 0.0905
H -2.7839 3.7737 -3.7638 0.0849
H -1.7828 4.0372 -1.5120 0.0948
H -0.7062 2.1226 -0.4035 0.0862
H -3.4713 0.0510 0.0862 0.0460
H -2.9840 -1.2238 1.2967 0.0427
H -2.2820 -3.4945 0.4278 0.0991
H -2.5200 -5.2193 -1.2986 0.0874
H -3.5424 -4.6796 -3.5014 0.0718
H -4.3299 -2.3558 -3.9199 0.0846
H -4.1105 -0.6357 -2.1888 0.0975
```

Properties
Energy ... -2021.22598 a.u.
Kohn-Sham gap (spin up / spin down) ... 0.1915 / 0.1855 Ha
Total charge ... -2
Relative energy (zero: lowest compared OMol25 entry of this formula, charge and spin) ... 0.63 kJ/mol
E_HOMO (spin up / spin down) ... -0.540 / -0.376 eV

***

# 3
C30H28N7O4STa | wB97M-V/def2-TZVPD

```
71
Properties=species:S:1:pos:R:3:lowdin_charge:R:1
Ta 0.4055 0.3604 -0.2312 1.7789
C 3.0059 2.1525 -3.4155 0.0247
C 1.9078 1.7861 -2.4907 -0.2172
N 2.0912 1.2499 -1.3315 -0.1356
N 3.3659 0.9664 -0.8976 0.0342
C 3.4394 0.8549 0.4021 -0.7779
N 4.6208 0.5906 0.9606 0.1406
S 2.0438 1.0874 1.4654 0.7493
C 0.4924 2.0282 -2.8156 -0.1888
C 0.0640 2.5879 -3.9966 0.0518
C -1.2945 2.8475 -4.1631 0.0241
C -2.1701 2.5663 -3.1315 0.0140
C -1.6778 1.9818 -1.9759 -0.0655
N -0.3795 1.6910 -1.8373 -0.0179
H 3.9654 2.0746 -2.9176 0.0851
H 2.9955 1.4618 -4.2650 0.1209
H 2.8667 3.1626 -3.8011 0.1047
H 5.4535 0.6155 0.3918 0.1298
H 4.7187 0.5861 1.9608 0.1086
H 0.7751 2.8297 -4.7736 0.1342
H -1.6544 3.2807 -5.0867 0.1362
H -3.2257 2.7855 -3.2095 0.1322
H -2.3237 1.7385 -1.1413 0.1200
O 2.2021 -1.5772 -3.2696 0.1824
C 1.6955 -1.5023 -2.1914 -0.4260
N 0.4526 -0.9557 -1.8492 -0.0784
C -0.7042 -1.1501 -2.5973 -0.4304
O -0.8196 -1.3041 -3.7778 0.1744
C -1.8608 -1.2285 -1.6324 -0.1864
C -3.0849 -1.7331 -2.0019 0.0453
C -4.0647 -1.8692 -1.0259 0.0135
C -3.7850 -1.4813 0.2739 0.0078
C -2.5421 -0.9453 0.5630 -0.0789
N -1.5918 -0.8275 -0.3717 -0.0047
C 2.2801 -2.0454 -0.9137 -0.1847
C 3.2785 -2.9919 -0.9007 0.0465
C 3.6408 -3.5462 0.3193 0.0092
C 3.0072 -3.1083 1.4735 -0.0075
C 2.0609 -2.1044 1.3842 -0.1288
N 1.6850 -1.5880 0.2085 -0.0434
H -3.2417 -2.0262 -3.0312 0.1403
H -5.0336 -2.2796 -1.2785 0.1329
H -4.5167 -1.5786 1.0630 0.1307
H -2.3075 -0.6013 1.5565 0.0917
H 3.7291 -3.2927 -1.8371 0.1413
H 4.4011 -4.3147 0.3674 0.1319
H 3.2471 -3.5283 2.4404 0.1268
H 1.5904 -1.6985 2.2697 0.1014
C 1.3166 3.8138 6.4404 -0.0318
C 0.5550 3.3408 5.2335 -0.2369
C 0.3295 4.1871 4.1528 0.0162
C -0.3645 3.7683 3.0263 -0.2019
C -0.6209 4.7054 1.8746 -0.0125
C -0.8417 2.4585 3.0024 -0.1186
C -0.6272 1.5769 4.0618 -0.2139
C -1.1516 0.1631 4.0038 -0.0195
C 0.0700 2.0362 5.1682 0.0095
C -1.5752 1.9814 1.7999 -0.4563
O -2.7455 1.9961 1.5787 0.1793
O -0.7016 1.4589 0.8338 -0.3342
H 1.2861 4.8983 6.5287 0.0848
H 2.3652 3.5158 6.3720 0.0911
H 0.9117 3.3819 7.3548 0.0874
H 0.6937 5.2075 4.1938 0.1278
H -0.0872 5.6430 2.0124 0.0879
H -1.6850 4.9341 1.7873 0.0995
H -0.2941 4.2700 0.9246 0.0767
H -2.2428 0.1470 3.9598 0.0984
H -0.8475 -0.4044 4.8814 0.0906
H -0.7672 -0.3656 3.1205 0.0554
H 0.2287 1.3662 6.0064 0.1277
```

Properties
Energy ... -2299.16092 a.u.
Kohn-Sham gap ... 0.2259 Ha
Total charge ... +2
E_HOMO ... -13.610 eV

***

Repeat the second record exactly.
C30H28N2O3PdS | wB97M-V/def2-TZVPD

```
65
Properties=species:S:1:pos:R:3:lowdin_charge:R:1
Pd 1.4480 -0.2393 1.1598 0.5391
O 2.8750 -0.1055 -1.2125 -0.0777
C 2.5777 0.7735 -2.0478 -0.4539
C 2.6508 0.5082 -3.4719 -0.0425
C 2.3285 1.4366 -4.4197 -0.1377
C 1.9048 2.7331 -4.0621 -0.1492
C 1.8129 3.0278 -2.7224 -0.1016
C 2.1130 2.1034 -1.7050 -0.1646
C 1.9243 2.5749 -0.3567 -0.1551
N 1.9056 1.9485 0.7629 -0.0247
C 1.7470 2.8099 1.9321 -0.2425
C 0.9206 2.1511 3.0263 -0.2654
N 1.5763 0.9251 3.4020 -0.0174
C 1.1866 0.2762 4.4234 -0.1532
C 1.7303 -1.0021 4.8254 -0.1597
C 1.4030 -1.4721 6.1030 -0.1096
C 1.8804 -2.6602 6.6160 -0.1675
C 2.7203 -3.4315 5.7921 -0.1528
C 3.0414 -3.0272 4.5241 -0.0474
C 2.5637 -1.7940 3.9387 -0.4118
O 2.8746 -1.4894 2.7577 -0.1059
H 2.9742 -0.4889 -3.7498 0.0957
H 2.3991 1.1686 -5.4708 0.0825
H 1.6430 3.4648 -4.8162 0.0714
H 1.4714 4.0152 -2.4192 0.0949
H 1.7418 3.6634 -0.3200 0.1063
H 1.2911 3.7701 1.6455 0.0962
H 2.7413 3.0211 2.3416 0.1112
H -0.0850 1.9442 2.6396 0.0996
H 0.8199 2.8458 3.8762 0.1046
H 0.3792 0.6709 5.0701 0.1125
H 0.7463 -0.8529 6.7118 0.0883
H 1.6118 -2.9908 7.6121 0.0655
H 3.1148 -4.3744 6.1628 0.0788
H 3.6734 -3.6369 3.8874 0.0926
O -0.2767 -1.7741 0.9766 -0.5733
S -0.6911 -0.4131 0.4742 0.8080
C -0.4456 -0.4298 -1.3329 -0.2897
C -1.1086 0.7437 -1.9953 -0.2540
C -1.6763 0.6099 -3.2605 -0.0500
C -2.2715 1.6898 -3.8950 -0.1005
C -2.3200 2.9280 -3.2695 -0.1177
C -1.7599 3.0737 -2.0087 -0.0947
C -1.1555 1.9947 -1.3808 -0.0647
C -2.9778 -0.9039 0.2587 -0.1889
C -3.1992 -1.9216 -0.7202 -0.3487
C -2.7582 -3.2519 -0.5142 -0.0680
C -2.8839 -4.2163 -1.4965 -0.1261
C -3.4518 -3.9198 -2.7342 -0.1534
C -3.8877 -2.6169 -2.9629 -0.1396
C -3.7658 -1.6443 -1.9876 -0.0911
H -0.8455 -1.3753 -1.7034 0.0932
H 0.6352 -0.4183 -1.4825 0.0628
H -1.6522 -0.3596 -3.7433 0.1118
H -2.7024 1.5622 -4.8815 0.0905
H -2.7839 3.7737 -3.7638 0.0849
H -1.7828 4.0372 -1.5120 0.0948
H -0.7062 2.1226 -0.4035 0.0862
H -3.4713 0.0510 0.0862 0.0460
H -2.9840 -1.2238 1.2967 0.0427
H -2.2820 -3.4945 0.4278 0.0991
H -2.5200 -5.2193 -1.2986 0.0874
H -3.5424 -4.6796 -3.5014 0.0718
H -4.3299 -2.3558 -3.9199 0.0846
H -4.1105 -0.6357 -2.1888 0.0975
```

Properties
Energy ... -2021.22598 a.u.
Kohn-Sham gap (spin up / spin down) ... 0.1915 / 0.1855 Ha
Total charge ... -2
Relative energy (zero: lowest compared OMol25 entry of this formula, charge and spin) ... 0.63 kJ/mol
E_HOMO (spin up / spin down) ... -0.540 / -0.376 eV

***

Q: What is the total charge in the third record?
A: +2

***

Q: The highest energy belongs to which entry?
A: C30H28N2O3PdS

***

Q: The lowest energy belongs to which entry?
A: C30H28N7O4STa